This record from OMol25 describes an isolated molecule of C5H7F3N2 at a distorted geometry. The level of theory is wB97M-V/def2-TZVPD.

The geometry in XYZ format:
```
17
Properties=species:S:1:pos:R:3:forces:R:3
C 0.1978 0.5424 0.4579 2.066 1.879 -0.745
C 0.0298 -0.8912 0.9037 -0.110 -1.913 -2.299
C -1.0017 -1.4303 -0.1805 0.334 5.119 -0.956
C 1.3430 -1.7986 0.7905 -1.571 0.884 2.442
C -0.6885 2.3645 -1.3430 0.092 -4.469 1.586
N -0.6140 0.7577 -0.8108 1.351 0.648 1.827
N -1.2849 -0.4644 -1.0318 -0.421 0.318 -0.460
F -0.4065 3.0870 -0.2453 -0.226 -0.374 -1.085
F 0.2212 2.6225 -2.2845 -0.659 -0.317 0.734
F -1.8918 2.5975 -1.7815 -0.075 0.354 -0.194
H 0.0547 1.3067 1.2372 -0.780 -0.409 -0.187
H 1.2951 0.7342 0.2240 -1.076 -0.410 -0.015
H -0.3766 -0.9926 1.9085 0.050 0.009 -0.026
H -1.6183 -2.2895 -0.3669 0.375 -0.633 0.523
H 0.9543 -2.7670 0.5733 0.056 -0.994 -0.047
H 1.6488 -1.7860 1.8661 0.759 -0.361 -1.082
H 2.1377 -1.5930 0.0831 -0.163 0.671 -0.015
```
Forces are in eV/Å.

SMILES string	C[C@@H]1C=NN(C(F)(F)F)C1
relative energy (zero: lowest compared OMol25 entry of this formula, charge and spin)	53.88	kcal/mol
multiplicity	1